DFT (ωB97M-V/def2-TZVPD) results for a molecular structure, C25H37BrNO2 at a distorted geometry.

Results
HOMO energy = -0.40282 Ha
Kohn-Sham gap = 0.31680 hartree
charge = +1
spin multiplicity = 1

Element x y z (Å)
Br 4.8571 -3.6837 0.7581
O -0.4942 0.1716 -1.0535
O -3.8908 -1.2191 1.8587
N -2.6982 0.5691 0.4405
C 4.7518 1.0535 -5.4328
C 3.4064 -2.3637 0.3108
C 1.1470 2.0619 -0.3963
C -3.8447 1.3796 0.2665
C -4.9599 -1.1433 1.0103
C -0.3105 -2.0520 4.1999
C -0.2435 0.6750 1.4998
C 2.5999 1.2398 -2.2705
C 1.4951 -0.4254 0.1305
C 4.1297 0.6715 -4.0703
C -0.3260 -0.5496 2.2079
C -0.0231 -0.6373 3.4515
C -1.6326 1.3522 1.4858
C -5.6667 0.0928 1.2888
C -0.7443 -2.9136 3.2914
C 2.5437 -2.7625 -0.4618
C 2.5128 -0.3766 1.0009
C 1.4396 2.1740 -2.0269
C -1.1206 -2.9571 2.1097
C 0.4755 0.5140 -0.0497
C 3.0072 1.5243 -3.5556
C -4.7189 1.2546 1.5024
C 3.5146 -1.3016 1.3667
C 1.5867 -1.7661 -0.4633
C -0.9850 -2.0306 1.3733
H -4.3456 1.5048 2.4013
H 2.3268 0.1318 -2.1491
H -3.6653 2.3869 0.0363
H 3.9453 1.0239 -6.2722
H 0.3308 2.6616 -0.2126
H -0.0404 -2.0976 5.1911
H 3.8396 -0.4331 -4.1208
H 2.2948 1.7521 -4.1328
H -4.1688 -1.3175 2.7697
H 2.7022 0.6784 1.7511
H -5.2950 2.2634 1.5370
H 5.7364 0.3666 -5.8040
H 4.2730 -0.9757 1.9367
H 2.0785 2.3287 0.2858
H 0.2219 0.2281 3.9887
H -2.0601 1.7854 2.3795
H -4.8317 -1.2676 0.0594
H -5.5937 -2.2097 1.2820
H -1.9981 0.5675 -0.1306
H 0.8080 -1.7533 -1.2280
H 2.3339 -3.5983 -0.9651
H 5.1326 2.0847 -5.5429
H 1.9061 3.2609 -1.7024
H -3.0562 -0.2529 1.1158
H 5.0916 0.7705 -3.3320
H -1.4065 -3.8297 1.5904
H -6.5484 0.0383 0.5256
H -6.1818 -0.0306 2.3047
H 3.5833 1.3245 -1.5207
H -0.8368 -4.0613 3.8280
H 0.1114 0.2598 -1.6989
H 3.4351 2.6057 -3.7451
H 0.6677 2.0241 -2.5814
H -1.1336 -1.6339 0.2471
H 0.3986 1.3758 1.9654
H -1.5172 2.5683 0.8408
H -4.3465 0.9177 -0.6701

DFT (ωB97M-V/def2-TZVPD) results for a single C4H6O2 molecule at a distorted geometry.

Results
HOMO energy (spin up / spin down) = -0.34941 / -0.32253 Ha
Kohn-Sham gap (spin up / spin down) = 0.33205 / 0.33493 hartree
charge = 0
spin multiplicity = 1
energy relative to the best compared isomer or geometry (same formula, charge and spin) = 129.3 kcal/mol

Element x y z (Å)
O 0.5218 0.7972 1.8267
O -1.1863 0.1256 1.4592
C -1.4332 -0.7906 -0.7109
C 0.8284 0.1020 0.5699
C 1.5902 0.9766 -0.2477
C -0.6735 -0.1996 0.4062
H 2.6306 0.7645 -0.4921
H -2.5009 -0.6047 -0.5764
H 1.3692 -0.8323 0.7766
H -1.2506 -1.8696 -0.7322
H 1.1703 1.9027 -0.6282
H -1.0660 -0.3718 -1.6511

DFT (ωB97M-V/def2-TZVPD) results for a single C5H6O2 molecule at a distorted geometry.

Results
HOMO energy = -0.36148 Ha
Kohn-Sham gap = 0.38985 hartree
charge = 0
spin multiplicity = 1
energy relative to the best compared isomer or geometry (same formula, charge and spin) = 59.2 kcal/mol

Element x y z (Å)
O 2.3736 0.8960 -1.1344
O -3.0851 0.8726 -0.5066
C -2.2529 0.0093 -0.4861
C -0.2260 -0.3736 0.5199
C 0.9415 -0.2822 0.2696
C 2.3349 -0.0612 -0.0982
C -1.6434 -0.4042 0.8084
H -2.0216 -1.4034 1.0293
H 2.9070 0.2614 0.7850
H -1.9422 -0.4501 -1.4407
H 1.7654 1.6322 -0.8752
H -1.9421 0.2829 1.6132
H 2.7908 -0.9798 -0.4844

DFT (ωB97M-V/def2-TZVPD) results for a molecular structure, C11H15LiN2O.

Results
HOMO energy = -0.25960 Ha
Kohn-Sham gap = 0.27883 hartree
charge = 0
spin multiplicity = 1
energy relative to the best compared isomer or geometry (same formula, charge and spin) = 0.0 kcal/mol

Element x y z (Å)
O 1.2830 -0.8757 -0.5111
N -0.0004 0.3669 1.4001
N 0.3616 -2.5503 -2.4408
C 1.4857 -1.4287 0.7667
C -0.0630 1.9689 -2.5071
C -1.6810 0.3993 -2.1357
C -1.8880 1.4598 -1.2300
C 0.5354 0.0967 4.0991
C -0.3803 1.0411 3.6555
C -0.8919 2.4310 -1.4600
C -0.6083 1.1439 2.2957
C -0.5560 0.7177 -2.9286
C 1.1725 -0.7085 3.1728
C 0.8657 -0.5477 1.8266
Li 0.1043 0.6216 -0.6991
H -0.2010 0.1652 -3.7889
H -1.3009 1.8731 1.8917
H 2.5539 -1.5533 0.9728
H -2.3259 -0.4618 -2.2530
H 0.7249 2.5295 -2.9883
H 1.0201 -2.4188 0.8377
H 0.7525 -0.0058 5.1544
H 1.0575 -1.5918 -1.1516
H -0.8995 1.6872 4.3492
H -2.7257 1.5561 -0.5538
H 1.8998 -1.4492 3.4800
H -0.8302 3.4025 -0.9905
H -0.3351 -1.8369 -2.6443
H -0.1159 -3.4413 -2.3818
H 0.9863 -2.5905 -3.2379

DFT (ωB97M-V/def2-TZVPD) results for a molecular structure, C6H10 at a distorted geometry.

Results
HOMO energy = -0.29422 Ha
Kohn-Sham gap = 0.33079 hartree
charge = 0
spin multiplicity = 1
energy relative to the best compared isomer or geometry (same formula, charge and spin) = 99.4 kcal/mol

Element x y z (Å)
C 1.7743 -1.0510 -0.4575
C -2.8096 0.7498 -0.4191
C 0.4284 -0.7103 -0.1066
C -0.6812 -0.3934 0.2646
C -2.0194 0.0432 0.6889
C 2.9405 0.0698 0.6100
H 2.6223 1.1213 0.5565
H 4.0270 0.0203 0.3886
H -3.7948 1.0608 -0.0542
H -2.9535 0.0850 -1.2758
H -2.5837 -0.8228 1.0564
H -2.2768 1.6392 -0.7691
H 2.7098 -0.3827 1.5483
H 2.5281 -0.3308 -0.7935
H 2.0757 -2.0591 -0.1828
H -1.9116 0.7143 1.5514

DFT (ωB97M-V/def2-TZVPD) results for a molecular structure, C32H41N6O4PtSe2.

Results
HOMO energy = -0.17992 Ha
Kohn-Sham gap = 0.24976 hartree
charge = -1
spin multiplicity = 1

Element x y z (Å)
Pt 1.5438 1.1592 0.7787
Se -2.6383 2.9512 1.0829
Se 2.0008 3.7912 0.0003
O 0.5741 2.8784 0.3071
O 2.2033 4.9515 1.0881
O 3.0825 2.4694 0.2539
O 2.0680 4.2393 -1.5379
N -3.1422 1.7685 -0.1321
N 2.8436 -0.3134 1.2140
N 4.1132 0.1089 1.3566
N -0.0072 0.2213 1.7026
N -0.0998 -0.9327 -1.1098
N -3.4118 4.3190 0.2730
C -0.3515 -1.5145 -2.3707
C -1.0245 -0.4511 1.0820
C -5.1668 4.0394 -2.9000
C -1.6129 -0.1916 3.2173
C -0.1280 -0.7456 -3.5350
C -2.3245 -4.2916 -1.0763
C 0.4292 1.0558 4.1330
C 1.5614 -2.3996 1.4474
C -0.4282 -1.3095 -4.7656
C 4.9124 -0.8782 1.7875
C -0.3595 0.3952 3.0049
C -4.6604 4.6443 -1.7986
C 1.8520 0.7238 -2.9284
C 2.8149 -1.5963 1.5415
C -5.0095 2.6305 -3.1253
C -1.0679 -0.8952 -0.2814
C -3.8032 2.4354 -1.0626
C -0.7847 -2.8507 -2.4777
C 0.4314 0.6653 -3.5050
C -2.0371 -0.7157 1.9955
C -0.8987 -3.7748 -1.2758
C 4.1121 -1.9959 1.9165
C -0.4776 2.0940 4.8166
C -1.0552 -3.3735 -3.7426
C 0.0860 -4.9422 -1.3955
C 6.3652 -0.6654 2.0420
C -4.3499 1.8414 -2.2442
C 0.8030 -0.0374 5.1506
C -3.9545 3.8515 -0.8392
C -0.4860 1.6766 -2.8172
C -0.8994 -2.6117 -4.8808
C 1.7176 1.7804 3.7394
H 2.3011 1.6954 -3.1401
H -4.2069 0.7819 -2.4133
H 1.1024 -4.5757 -1.5475
H -4.7636 5.7072 -1.6269
H 6.5230 -0.1062 2.9656
H -5.6967 4.6269 -3.6396
H 2.4546 1.1009 3.3101
H 2.1523 2.2113 4.6466
H -0.2786 -0.7106 -5.6569
H 4.2922 1.0910 1.1536
H 0.9170 -2.2290 2.3122
H -0.0179 2.6620 -2.8070
H -0.6752 1.4040 -1.7806
H 2.4839 -0.0574 -3.3607
H 1.5424 2.5942 3.0339
H -1.3938 1.6467 5.2000
H -2.0615 -1.2645 -0.5625
H -0.0814 -0.5612 5.5143
H -2.6550 -4.8748 -1.9393
H -0.7499 2.8799 4.1099
H -0.1662 -5.5904 -2.2383
H -1.1287 -3.0287 -5.8541
H -2.3824 -4.9342 -0.1947
H 6.8293 -0.1087 1.2277
H 1.0012 -2.1036 0.5580
H -3.0266 -3.4667 -0.9438
H -1.3945 -4.4003 -3.8298
H 6.8708 -1.6244 2.1341
H 1.8014 -3.4607 1.3893
H 1.8328 0.5861 -1.8480
H -0.6251 -3.2181 -0.3830
H -2.1424 -0.2261 4.1565
H 0.5002 0.9655 -4.5567
H -5.4205 2.1997 -4.0298
H 4.4232 -2.9823 2.2159
H 1.3235 0.4034 6.0062
H -1.4451 1.7504 -3.3394
H 1.4669 -0.7740 4.6904
H -2.9648 -1.2200 1.7718
H 0.0707 -5.5504 -0.4877
H 0.0527 2.5565 5.6538

Number 1: DFT total energy -102127.69641 eV. Number 2: DFT total energy -8334.85245 eV. Number 3: DFT total energy -9374.52885 eV. Number 4: DFT total energy -16884.22644 eV. Number 5: DFT total energy -6379.54853 eV. Number 6: DFT total energy -184919.83480 eV.